{"formula": "C30H28N3O3RuS", "method": "wB97M-V/def2-TZVPD", "orbital_gap_ev": [3.539, 3.451], "total_charge": -2, "multiplicity": 2, "s2": 0.7789, "homo_energy_ev": [1.01, 1.10], "symbols": ["Ru", "S", "O", "O", "O", "N", "N", "N", "C", "C", "C", "C", "C", "C", "C", "C", "C", "C", "C", "C", "C", "C", "C", "C", "C", "C", "C", "C", "C", "C", "C", "C", "C", "C", "C", "C", "C", "C", "H", "H", "H", "H", "H", "H", "H", "H", "H", "H", "H", "H", "H", "H", "H", "H", "H", "H", "H", "H", "H", "H", "H", "H", "H", "H", "H", "H"], "coordinates": [[-0.402, 0.196, -0.858], [1.364, 0.688, -2.681], [-2.276, 0.634, -1.819], [-1.375, 0.700, -8.864], [-2.410, -1.098, -8.022], [-0.416, 2.171, -0.103], [0.178, -0.138, 1.139], [0.998, -2.352, -0.431], [1.749, -3.061, -1.334], [-4.565, 1.267, -1.747], [2.797, -3.838, -0.938], [-1.466, 4.376, 1.247], [0.059, 1.156, -6.438], [-1.516, 1.719, 3.869], [-0.939, 0.166, -6.586], [-0.571, -0.423, -4.260], [-0.940, 0.665, 3.185], [-3.528, -0.023, 0.131], [1.509, -2.132, 0.848], [0.450, 0.530, -4.141], [-0.715, 2.078, 1.222], [3.139, -3.903, 0.412], [-1.274, 3.164, 1.942], [-1.555, -0.008, -7.877], [3.005, -2.856, 2.629], [-1.163, 4.433, -0.112], [-1.247, -0.600, -5.437], [0.738, 1.327, -5.263], [-0.649, 3.321, -0.747], [2.549, -2.982, 1.307], [-3.496, 0.202, -1.401], [1.036, -1.058, 1.655], [-0.313, -1.921, -0.793], [1.602, -0.933, 2.949], [-0.462, 0.835, 1.875], [-1.637, 2.970, 3.286], [2.534, -1.829, 3.424], [-3.850, -1.123, -2.125], [3.750, -3.550, 2.997], [1.311, -0.100, 3.569], [3.347, -4.407, -1.676], [-2.688, -0.662, 0.411], [2.932, -1.702, 4.426], [-1.860, 5.239, 1.768], [-2.042, -1.340, -5.449], [-4.461, -0.491, 0.447], [-3.412, 0.930, 0.647], [0.270, 1.776, -7.299], [-4.850, -1.471, -1.869], [-2.057, 3.800, 3.840], [3.918, -4.565, 0.764], [-0.593, -2.464, -1.705], [-0.888, -0.315, 3.644], [-1.317, 5.347, -0.671], [-5.548, 0.961, -1.390], [-0.414, 3.333, -1.805], [1.438, -2.984, -2.365], [-0.834, -0.997, -3.378], [1.505, 2.085, -5.175], [-3.788, -0.961, -3.200], [-2.416, -1.582, -7.187], [-4.287, 2.209, -1.278], [-1.888, 1.558, 4.877], [-4.597, 1.415, -2.823], [-3.116, -1.879, -1.849], [-1.013, -2.248, 0.004]]}

***

{"formula": "C30H28N7S3V", "method": "wB97M-V/def2-TZVPD", "orbital_gap_ev": [4.331, 4.330], "total_charge": 2, "multiplicity": 1, "homo_energy_ev": [-13.11, -13.11], "symbols": ["V", "S", "S", "S", "N", "N", "N", "N", "N", "N", "N", "C", "C", "C", "C", "C", "C", "C", "C", "C", "C", "C", "C", "C", "C", "C", "C", "C", "C", "C", "C", "C", "C", "C", "C", "C", "C", "C", "C", "C", "C", "H", "H", "H", "H", "H", "H", "H", "H", "H", "H", "H", "H", "H", "H", "H", "H", "H", "H", "H", "H", "H", "H", "H", "H", "H", "H", "H", "H"], "coordinates": [[0.871, -0.670, 0.569], [-6.146, 3.360, -1.568], [0.761, -2.938, 0.705], [-0.517, -0.934, -1.042], [-0.423, -6.100, -0.837], [-2.218, 1.589, -0.035], [-2.336, -2.931, -3.411], [-0.167, -0.431, 2.403], [0.949, 1.147, 0.760], [2.792, -0.473, -0.193], [-9.172, 1.970, 1.546], [2.808, 0.909, -0.690], [3.737, -0.690, 0.943], [-0.258, 3.716, 3.163], [0.729, -1.009, 3.456], [3.580, 2.677, -2.094], [-0.973, 2.870, 4.001], [-1.501, -1.110, 2.424], [-4.409, 2.470, 0.428], [-7.324, 2.818, -0.347], [-1.668, -3.283, -2.545], [2.489, 3.455, -1.725], [0.363, 1.846, 1.816], [-3.653, 2.313, -1.824], [1.770, 1.730, -0.239], [-7.938, 1.581, -0.469], [-0.268, -2.648, -0.697], [-8.853, 1.207, 0.506], [-7.671, 3.640, 0.716], [-0.840, -3.626, -1.430], [-8.597, 3.164, 1.637], [0.429, 3.216, 2.071], [-0.317, 0.999, 2.686], [-0.623, -5.000, -1.098], [-3.195, 1.935, 0.810], [-2.469, 1.798, -1.331], [3.118, -1.434, -1.294], [-0.993, 1.497, 3.779], [1.572, 2.991, -0.797], [3.733, 1.389, -1.599], [-4.663, 2.661, -0.929], [4.304, 3.065, -2.798], [3.564, -1.680, 1.367], [-1.949, -0.996, 3.410], [2.349, 4.431, -2.168], [0.277, -0.857, 4.436], [3.008, -2.445, -0.912], [-7.715, 0.924, -1.299], [1.016, 3.880, 1.459], [-3.792, 2.431, -2.891], [-7.253, 4.632, 0.816], [4.560, 0.782, -1.938], [-2.994, 1.784, 1.867], [-8.889, 3.777, 2.482], [-0.226, 4.776, 3.372], [-1.517, 0.850, 4.470], [-2.134, -0.648, 1.669], [-1.684, 1.532, -2.033], [3.595, 0.085, 1.695], [-9.353, 0.247, 0.442], [-5.147, 2.726, 1.175], [-1.501, 3.277, 4.853], [-1.365, -2.168, 2.221], [0.858, -2.075, 3.287], [2.444, -1.267, -2.130], [4.149, -1.288, -1.612], [0.699, 3.573, -0.548], [4.762, -0.644, 0.573], [1.690, -0.493, 3.437]]}

***

{"formula": "C30H28O18", "method": "wB97M-V/def2-TZVPD", "orbital_gap_ev": 6.394, "smiles": "O=C1C=C(O)C(=O)C=C1O.O=C1C=C(O)C(=O)C=C1O.O=C1C=C(O)C(=O)C=C1O.O=C1C=C(O)C(=O)C=C1O.CC(C)=O.CC(C)=O", "total_charge": 0, "multiplicity": 1, "homo_energy_ev": -8.72, "symbols": ["O", "O", "O", "O", "O", "O", "O", "O", "O", "O", "O", "O", "O", "O", "O", "O", "O", "O", "C", "C", "C", "C", "C", "C", "C", "C", "C", "C", "C", "C", "C", "C", "C", "C", "C", "C", "C", "C", "C", "C", "C", "C", "C", "C", "C", "C", "C", "C", "H", "H", "H", "H", "H", "H", "H", "H", "H", "H", "H", "H", "H", "H", "H", "H", "H", "H", "H", "H", "H", "H", "H", "H", "H", "H", "H", "H"], "coordinates": [[3.012, 0.187, 4.771], [3.580, -0.816, -0.596], [-0.685, 1.651, 1.061], [-4.985, 2.368, 0.048], [-5.189, 0.720, 4.765], [-3.593, 3.840, -2.212], [1.191, -4.579, -3.143], [-3.137, 2.473, 5.449], [-3.276, 4.273, 0.990], [4.468, 2.131, 1.033], [-3.988, -4.510, -1.272], [-2.976, -6.900, -2.217], [-4.354, 2.750, -4.642], [1.455, 0.576, 0.101], [-1.372, -0.895, -3.628], [-0.877, 0.025, -1.187], [0.666, 1.171, 5.647], [0.520, -2.437, -1.575], [-3.489, 2.094, -3.835], [-2.121, -5.773, -2.121], [-3.214, 3.414, 3.195], [5.172, 2.757, -1.176], [-5.324, 1.627, 2.599], [-0.458, -3.490, -1.863], [-4.725, 2.476, 1.407], [-3.715, 2.434, 4.237], [-3.211, 2.710, -2.598], [2.191, 0.480, 3.950], [-1.742, 0.705, -2.022], [-0.151, 1.333, 3.302], [2.398, 0.252, 2.501], [5.432, 2.249, 0.275], [3.280, -3.083, -0.373], [0.889, 0.967, 4.330], [-2.003, 0.070, -3.247], [-2.267, 2.083, -1.655], [1.350, 0.747, 1.441], [-3.759, 3.445, 1.834], [6.831, 1.746, 0.470], [0.048, 1.288, 1.901], [0.031, -4.620, -2.601], [4.545, -2.202, -2.368], [-0.677, -5.842, -2.545], [3.787, -1.908, -1.152], [-2.790, 0.756, -4.175], [-4.794, 1.561, 3.941], [-2.806, -4.525, -1.681], [-1.971, -3.379, -1.523], [4.349, -3.096, -2.937], [-0.839, 0.537, -0.295], [4.968, -1.165, -3.004], [7.202, 1.004, -0.194], [2.936, -3.951, -0.892], [2.443, -2.891, 0.421], [5.613, 2.204, -1.938], [-6.153, 0.962, 2.390], [2.269, 0.253, -0.029], [0.184, -1.574, -1.415], [-4.709, 3.541, -4.217], [4.182, 2.825, -1.557], [6.889, 1.352, 1.577], [7.419, 2.669, 0.581], [3.838, -3.593, 0.317], [-3.509, 1.862, 6.059], [-2.021, 2.481, -0.732], [-0.944, 1.662, 3.722], [-2.475, 4.320, 3.527], [-3.042, 0.371, -5.024], [1.464, 0.904, 6.220], [5.935, 3.501, -1.421], [3.167, -0.065, 2.105], [-0.436, -6.950, -2.733], [-3.501, -6.662, -1.373], [-2.251, -2.380, -1.158], [-5.741, 1.793, -0.070], [5.564, -2.310, -1.772]]}

***

{"formula": "C30H28O7S2", "method": "wB97M-V/def2-TZVPD", "orbital_gap_ev": 4.779, "total_charge": 0, "multiplicity": 1, "homo_energy_ev": -5.78, "symbols": ["S", "S", "O", "O", "O", "O", "O", "O", "O", "C", "C", "C", "C", "C", "C", "C", "C", "C", "C", "C", "C", "C", "C", "C", "C", "C", "C", "C", "C", "C", "C", "C", "C", "C", "C", "C", "C", "C", "C", "H", "H", "H", "H", "H", "H", "H", "H", "H", "H", "H", "H", "H", "H", "H", "H", "H", "H", "H", "H", "H", "H", "H", "H", "H", "H", "H", "H"], "coordinates": [[1.137, -2.279, 0.686], [-1.417, -2.272, -0.645], [4.565, 3.404, -1.275], [-4.683, 4.098, -0.576], [-0.963, -1.713, -1.902], [0.663, -3.399, 1.481], [-0.727, -0.739, 1.693], [-2.827, -2.142, -0.289], [1.764, -2.504, -0.604], [0.970, 2.795, -1.364], [3.560, -1.024, 1.236], [-2.120, -0.410, 2.086], [-2.443, 3.705, 0.326], [-0.188, -4.590, -1.587], [-1.427, 1.513, -0.275], [-1.792, -4.849, 0.217], [2.283, -1.382, 1.695], [4.031, -0.020, 3.383], [-0.339, -1.179, 0.466], [-2.705, 1.093, -0.765], [3.376, 2.781, -1.391], [3.394, 1.373, -1.197], [4.406, -0.294, 2.060], [0.958, 1.429, -0.897], [-1.530, -6.215, 0.257], [-0.603, -6.777, -0.631], [-1.388, 2.826, 0.336], [0.072, -5.959, -1.550], [-0.206, 0.791, -0.427], [-5.109, 1.865, -1.455], [-3.626, 3.297, -0.312], [2.797, -0.488, 3.865], [1.928, -1.165, 3.022], [-3.758, 1.983, -0.817], [-5.682, 3.283, -1.328], [-1.089, -4.035, -0.674], [2.203, 0.717, -1.044], [2.151, 3.463, -1.616], [4.605, 4.843, -1.339], [-5.059, 1.564, -2.508], [4.327, 5.205, -2.341], [-2.240, -0.784, 3.110], [0.012, 3.296, -1.521], [2.123, 4.502, -1.928], [-5.755, 1.154, -0.926], [5.376, 0.064, 1.676], [-2.376, 4.706, 0.722], [4.346, 0.839, -1.153], [4.698, 0.543, 4.040], [-2.060, -6.838, 0.988], [2.513, -0.329, 4.910], [2.176, -0.371, -1.038], [-6.626, 3.322, -0.761], [0.300, -3.949, -2.321], [-0.446, 3.152, 0.773], [-2.830, 0.095, -1.196], [-2.528, -4.394, 0.877], [-0.094, -0.397, -0.486], [0.805, -6.386, -2.244], [-2.838, -0.917, 1.434], [3.872, -1.316, 0.232], [3.954, 5.309, -0.582], [-2.275, 0.682, 2.050], [0.981, -1.567, 3.385], [-0.411, -7.852, -0.609], [5.650, 5.072, -1.132], [-5.834, 3.773, -2.303]]}

***

{"formula": "C30H29AsN7NaO4S5", "method": "wB97M-V/def2-TZVPD", "orbital_gap_ev": 4.182, "total_charge": -2, "multiplicity": 1, "homo_energy_ev": -1.48, "symbols": ["As", "S", "S", "S", "S", "S", "Na", "O", "O", "O", "O", "N", "N", "N", "N", "N", "N", "N", "C", "C", "C", "C", "C", "C", "C", "C", "C", "C", "C", "C", "C", "C", "C", "C", "C", "C", "C", "C", "C", "C", "C", "C", "C", "C", "C", "C", "C", "C", "H", "H", "H", "H", "H", "H", "H", "H", "H", "H", "H", "H", "H", "H", "H", "H", "H", "H", "H", "H", "H", "H", "H", "H", "H", "H", "H", "H", "H"], "coordinates": [[4.002, 4.511, 1.603], [5.537, 5.386, 2.742], [2.382, 3.692, 3.088], [4.608, 2.875, 0.351], [4.042, -1.075, 3.649], [2.530, 5.827, 0.769], [2.886, 1.343, 1.589], [2.508, 2.127, 5.097], [3.186, 2.384, 3.850], [0.277, 0.221, 2.381], [-3.170, -2.984, -9.432], [-1.348, 1.268, 3.581], [-0.884, 0.197, -4.217], [1.153, 1.928, -0.078], [1.628, -2.157, 3.523], [1.940, -0.473, 5.149], [0.143, -1.767, -4.067], [2.516, -0.426, 0.040], [0.936, 1.030, -1.051], [3.171, -1.567, 0.129], [-1.060, 0.249, 7.118], [2.128, -2.460, -1.825], [0.572, 3.106, -0.150], [-0.546, 2.557, -2.185], [0.095, 0.391, 6.373], [-0.109, 0.252, -3.081], [0.157, -1.980, 6.015], [2.425, -1.222, 4.180], [-2.152, 0.072, 3.697], [0.743, -0.717, 5.787], [0.071, 1.299, -2.124], [-1.807, 2.506, 4.163], [-2.825, -1.128, -7.894], [-1.156, -2.803, -6.437], [1.432, -1.252, -1.939], [1.649, -0.256, -0.972], [-2.198, -0.672, -6.738], [-0.285, 3.471, -1.200], [-1.632, -1.005, 7.321], [-0.164, 1.215, 2.939], [-1.363, -1.492, -5.995], [-4.015, -2.159, -10.203], [-1.768, -3.267, -7.579], [0.516, -0.965, -3.009], [-1.001, -2.110, 6.767], [3.003, -2.620, -0.781], [-0.693, -1.043, -4.768], [-2.608, -2.432, -8.316], [-1.413, -3.101, 6.926], [1.965, -3.235, -2.563], [-2.965, 0.263, 4.394], [0.634, -2.861, 5.608], [-4.352, -2.765, -11.039], [-1.551, -0.750, 4.090], [0.819, 3.818, 0.630], [3.844, -1.658, 0.977], [0.540, 1.368, 6.227], [-2.035, 2.366, 5.223], [0.384, 2.167, 2.947], [2.054, -2.429, 2.651], [-0.705, 4.467, -1.217], [-0.503, -3.442, -5.859], [-1.488, 0.920, -4.559], [3.566, -3.534, -0.648], [-2.378, 0.352, -6.437], [-3.479, -1.284, -10.583], [2.437, 1.137, 5.060], [-1.612, -4.280, -7.925], [-2.701, 2.883, 3.656], [-3.468, -0.457, -8.445], [-2.563, -0.229, 2.729], [-1.207, 2.805, -3.010], [-1.018, 3.253, 4.079], [0.678, -1.830, 3.388], [-1.520, 1.130, 7.554], [-4.882, -1.825, -9.625], [-2.535, -1.116, 7.909]]}

***

{"formula": "C30H29AuGe2I2N2O4S", "method": "wB97M-V/def2-TZVPD", "orbital_gap_ev": [3.694, 3.844], "total_charge": 1, "multiplicity": 2, "s2": 0.7577, "homo_energy_ev": [-10.30, -10.42], "symbols": ["Au", "I", "I", "Ge", "Ge", "S", "O", "O", "O", "O", "N", "N", "C", "C", "C", "C", "C", "C", "C", "C", "C", "C", "C", "C", "C", "C", "C", "C", "C", "C", "C", "C", "C", "C", "C", "C", "C", "C", "C", "C", "C", "C", "H", "H", "H", "H", "H", "H", "H", "H", "H", "H", "H", "H", "H", "H", "H", "H", "H", "H", "H", "H", "H", "H", "H", "H", "H", "H", "H", "H", "H"], "coordinates": [[0.684, 0.247, -0.194], [-1.174, -4.501, 5.216], [1.520, 0.713, 5.516], [1.780, 1.604, -1.813], [0.345, 3.519, -0.792], [1.709, -6.034, 2.792], [0.877, 0.502, 2.417], [1.690, -5.923, 4.257], [2.553, -7.055, 2.241], [0.375, -6.049, 2.164], [-0.350, -1.390, 0.866], [3.483, -0.750, 0.823], [3.223, -2.016, 1.288], [6.362, 2.329, -0.923], [2.971, -2.207, 2.659], [5.977, 1.878, -2.178], [-1.514, 3.076, -1.148], [2.385, -4.494, 2.247], [0.094, -1.854, 4.991], [0.568, -0.728, 4.419], [1.942, 2.373, -4.626], [3.656, 1.950, -1.507], [-1.456, -3.502, 0.650], [1.499, 2.404, -5.938], [0.743, 3.856, 1.083], [4.060, 2.393, -0.243], [2.692, -4.326, 0.882], [1.264, 1.613, -3.667], [-0.253, -1.572, 2.172], [-0.936, -2.344, 0.116], [-0.748, -2.731, 2.810], [-0.314, 0.927, -5.368], [0.127, 0.899, -4.054], [4.633, 1.692, -2.470], [0.373, 1.680, -6.310], [0.995, 4.956, -1.943], [-1.365, -3.707, 2.013], [2.566, -3.445, 3.127], [-0.565, -2.871, 4.220], [3.120, -3.112, 0.411], [0.440, -0.494, 2.954], [5.402, 2.589, 0.047], [3.509, -0.042, 1.540], [3.316, 2.583, 0.526], [7.410, 2.478, -0.699], [-1.639, 2.771, -2.187], [2.065, 5.111, -1.816], [-1.753, -4.612, 2.454], [-1.910, -4.240, 0.006], [2.582, -5.169, 0.213], [0.023, 4.592, 1.449], [0.660, 2.954, 1.686], [-0.415, 0.313, -3.319], [6.726, 1.672, -2.932], [-0.980, -2.152, -0.946], [-2.129, 3.960, -0.971], [0.030, 1.704, -7.336], [0.782, 4.741, -2.989], [3.158, -1.390, 3.348], [-1.857, 2.273, -0.498], [3.341, -2.978, -0.641], [0.471, 5.870, -1.653], [4.350, 1.334, -3.453], [2.389, -3.612, 4.182], [-1.192, 0.365, -5.657], [2.816, 2.950, -4.349], [0.206, -2.008, 6.055], [4.161, -0.569, 0.095], [5.700, 2.942, 1.026], [1.742, 4.274, 1.194], [2.029, 2.995, -6.673]]}

***

> Which formula does entry 3 have?

C30H28O18